# 1
Density functional theory data (wB97M-V/def2-TZVPD) for the molecule C3H10Si3 at a distorted geometry.

As for the relative energy (zero: lowest compared OMol25 entry of this formula, charge and spin): 87.1 kcal/mol. The HOMO energy comes out at -8.1 eV. The value obtained for the HOMO-LUMO gap is 7.6 eV. The calculated total energy comes out at -988.51276 hartree.

CARTESIAN COORDINATES (ANGSTROEM)
C  -0.80  0.67  -0.23
C  -0.54  -0.37  0.65
C  0.56  0.49  0.36
Si  -1.61  2.07  -1.24
Si  -1.18  -2.01  1.24
Si  2.40  -0.03  -0.01
H  1.58  -0.68  -1.20
H  -1.68  1.21  -2.49
H  -0.90  3.24  -1.31
H  -3.03  2.55  -0.76
H  -2.60  -2.13  0.92
H  -0.83  -2.19  2.72
H  -0.33  -3.00  0.51
H  2.76  1.35  0.00
H  3.69  -0.56  -0.54
H  2.50  -0.62  1.38

# 2
Density functional theory data (wB97M-V/def2-TZVPD) for C3H11IInLiOP2 as an isolated structure at a distorted geometry.

The HOMO energy comes out at -6.9 eV. The value obtained for the HOMO-LUMO gap is 5.7 eV. The calculated total energy comes out at -1374.15162 hartree.

CARTESIAN COORDINATES (ANGSTROEM)
C  2.32  -0.64  0.25
C  2.02  0.82  0.02
P  0.62  1.17  -1.17
C  -0.26  2.56  -0.29
In  -1.03  -0.73  -1.24
P  -2.68  -0.46  0.72
O  -4.10  -1.16  0.16
I  -1.60  -2.13  2.23
H  1.45  -1.17  0.65
H  3.12  -0.73  0.98
H  2.67  -1.12  -0.65
H  2.90  1.29  -0.39
H  1.84  1.31  0.97
H  -1.09  2.88  -0.90
H  0.44  3.36  -0.11
H  -0.61  2.23  0.68
H  -2.01  -0.54  -2.70
H  -0.33  -2.36  -1.25
H  -4.33  -1.94  0.68
Li  0.67  -2.62  1.36

# 3
Density functional theory data (wB97M-V/def2-TZVPD) for a 2-piece molecular cluster, C3H11N2 overall at a distorted geometry.

As for the relative energy (zero: lowest compared OMol25 entry of this formula, charge and spin): 47.9 kcal/mol. The HOMO energy comes out at -14.8 eV. The value obtained for the HOMO-LUMO gap is 10.5 eV. The calculated total energy comes out at -230.10608 hartree. As for the charge: +1.

CARTESIAN COORDINATES (ANGSTROEM)
C  0.28  -0.60  -2.10
N  -0.40  0.56  -1.50
H  -0.33  -1.46  -1.81
H  1.36  -0.63  -1.86
H  0.37  -0.69  -3.19
H  -1.27  0.73  -2.01
H  -0.57  0.20  -0.08
H  0.22  1.34  -1.72
C  1.20  -0.40  1.15
C  -1.06  0.30  1.91
N  -0.13  0.24  1.06
H  1.38  -0.50  2.23
H  1.21  -1.38  0.68
H  1.85  0.25  0.57
H  -1.86  1.06  1.70
H  -0.98  -0.02  2.96

# 4
Density functional theory data (wB97M-V/def2-TZVPD) for a 2-piece molecular cluster, C3H11N2 overall.

As for the relative energy (zero: lowest compared OMol25 entry of this formula, charge and spin): 7.5 kcal/mol. The HOMO energy comes out at -15.0 eV. The value obtained for the HOMO-LUMO gap is 11.0 eV. The calculated total energy comes out at -230.17046 hartree. As for the charge: +1.

CARTESIAN COORDINATES (ANGSTROEM)
C  0.67  -0.17  1.79
C  2.01  0.57  1.91
H  0.63  -0.87  2.61
H  -0.17  0.52  1.96
H  0.55  -0.76  0.87
H  2.83  -0.14  1.91
H  2.03  1.06  2.88
H  2.15  1.39  1.19
N  -0.89  0.68  -1.24
C  -0.99  -0.43  -1.92
N  -2.07  -0.87  -2.51
H  -1.72  1.16  -0.90
H  0.00  0.92  -0.84
H  -0.10  -1.04  -2.02
H  -2.00  -1.68  -3.10
H  -2.93  -0.34  -2.57

# 5
Density functional theory data (wB97M-V/def2-TZVPD) for an isolated ion of composition C3H11N2 and charge +1 at a distorted geometry.

As for the relative energy (zero: lowest compared OMol25 entry of this formula, charge and spin): 20.7 kcal/mol. The HOMO energy comes out at -14.2 eV. The value obtained for the HOMO-LUMO gap is 10.8 eV. The calculated total energy comes out at -230.14941 hartree. As for the charge: +1.

CARTESIAN COORDINATES (ANGSTROEM)
N  1.20  1.04  -0.24
C  0.37  0.38  -1.23
C  -0.03  -1.03  -0.67
C  -0.48  -0.97  0.77
N  -1.01  0.35  1.17
H  2.00  0.63  0.21
H  1.31  2.05  -0.37
H  -0.60  0.89  -1.35
H  0.75  0.40  -2.29
H  0.74  -1.79  -0.74
H  -0.92  -1.13  -1.31
H  -1.16  -1.77  1.06
H  0.34  -1.20  1.46
H  -1.47  0.40  2.09
H  -1.70  0.69  0.47
H  -0.15  0.94  0.93

# 6
Density functional theory data (wB97M-V/def2-TZVPD) for an isolated ion of composition C3H11N2 and charge +1 at a distorted geometry.

As for the relative energy (zero: lowest compared OMol25 entry of this formula, charge and spin): 21.0 kcal/mol. The HOMO energy comes out at -12.9 eV. The value obtained for the HOMO-LUMO gap is 9.1 eV. The calculated total energy comes out at -230.14899 hartree. As for the charge: +1.

CARTESIAN COORDINATES (ANGSTROEM)
N  1.42  -1.23  -1.35
C  0.88  0.09  -1.04
C  0.66  0.44  0.46
C  -0.75  0.96  0.73
N  -1.69  -0.24  0.75
H  2.43  -1.24  -1.34
H  1.06  -2.03  -0.87
H  -0.07  0.19  -1.57
H  1.58  0.80  -1.44
H  0.86  -0.39  1.12
H  1.36  1.23  0.73
H  -1.10  1.55  -0.12
H  -0.90  1.50  1.65
H  -1.69  -0.74  1.65
H  -2.67  -0.01  0.60
H  -1.39  -0.89  0.03

# 7
Density functional theory data (wB97M-V/def2-TZVPD) for C3H11N2 as an isolated structure at a distorted geometry.

As for the relative energy (zero: lowest compared OMol25 entry of this formula, charge and spin): 24.0 kcal/mol. The HOMO energy comes out at -14.8 eV. The value obtained for the HOMO-LUMO gap is 11.7 eV. The calculated total energy comes out at -230.14414 hartree. As for the charge: +1.

CARTESIAN COORDINATES (ANGSTROEM)
C  0.45  -0.25  -1.36
C  1.15  0.25  -0.07
C  0.51  -0.31  1.16
N  -0.83  0.23  1.34
N  -1.02  0.14  -1.15
H  0.98  0.06  -2.28
H  0.58  -1.34  -1.29
H  1.05  1.37  0.07
H  2.21  -0.02  0.04
H  1.24  -0.04  2.01
H  0.35  -1.42  1.01
H  -0.94  1.17  1.59
H  -1.33  0.31  0.13
H  -1.44  -0.41  1.96
H  -1.32  0.91  -1.83
H  -1.64  -0.64  -1.34

# 8
Density functional theory data (wB97M-V/def2-TZVPD) for an isolated ion of composition C3H11N2 and charge +1 at a distorted geometry.

As for the relative energy (zero: lowest compared OMol25 entry of this formula, charge and spin): 53.6 kcal/mol. The HOMO energy comes out at -13.6 eV. The value obtained for the HOMO-LUMO gap is 9.9 eV. The calculated total energy comes out at -230.09689 hartree. As for the charge: +1.

CARTESIAN COORDINATES (ANGSTROEM)
C  -0.94  1.60  -0.50
N  -0.19  0.91  0.51
C  -0.65  -0.42  0.93
C  0.33  -1.39  0.10
N  1.49  -0.75  -0.53
H  -2.01  1.92  -0.20
H  -1.32  0.97  -1.33
H  -0.52  2.56  -0.92
H  0.04  1.66  1.25
H  -1.63  -0.54  0.65
H  -0.66  -0.68  2.00
H  0.01  -2.06  -0.76
H  0.72  -2.13  0.88
H  2.50  -0.86  -0.16
H  1.40  -1.08  -1.60
H  1.41  0.31  -0.32

# 9
Density functional theory data (wB97M-V/def2-TZVPD) for a 2-piece molecular cluster, C3H11N2 overall.

As for the relative energy (zero: lowest compared OMol25 entry of this formula, charge and spin): 8.2 kcal/mol. The HOMO energy comes out at -14.8 eV. The value obtained for the HOMO-LUMO gap is 10.7 eV. The calculated total energy comes out at -230.16924 hartree. As for the charge: +1.

CARTESIAN COORDINATES (ANGSTROEM)
C  1.59  -0.27  -2.41
C  1.11  -1.07  -1.20
H  0.77  0.31  -2.84
H  2.36  0.43  -2.09
H  1.98  -0.93  -3.18
H  0.64  -0.42  -0.46
H  1.94  -1.61  -0.73
H  0.37  -1.82  -1.50
N  -0.76  0.00  2.54
C  -1.09  1.06  1.84
N  -2.21  1.15  1.18
H  -1.20  -0.90  2.36
H  0.08  -0.02  3.10
H  -0.38  1.87  1.77
H  -2.38  1.88  0.51
H  -2.82  0.34  1.10

# 10
Density functional theory data (wB97M-V/def2-TZVPD) for a 2-piece molecular cluster, C3H11N2 overall at a distorted geometry.

As for the relative energy (zero: lowest compared OMol25 entry of this formula, charge and spin): 27.6 kcal/mol. The HOMO energy comes out at -15.1 eV. The value obtained for the HOMO-LUMO gap is 12.0 eV. The calculated total energy comes out at -230.13837 hartree. As for the charge: +1.

CARTESIAN COORDINATES (ANGSTROEM)
C  2.68  1.27  0.59
N  1.89  0.32  0.24
H  2.23  2.21  0.87
H  3.73  1.05  0.50
H  2.39  -0.56  0.13
H  0.24  0.08  0.46
C  -1.36  -1.52  -0.70
C  -1.58  -0.05  -0.59
N  -0.78  0.49  0.58
H  -0.30  -1.73  -0.79
H  -1.98  -2.02  -1.45
H  -1.77  -2.02  0.19
H  -2.56  0.40  -0.48
H  -1.14  0.36  -1.50
H  -1.12  0.24  1.50
H  -0.56  1.48  0.47

# 11
Density functional theory data (wB97M-V/def2-TZVPD) for a 2-piece molecular cluster, C3H11N2O overall at a distorted geometry.

As for the relative energy (zero: lowest compared OMol25 entry of this formula, charge and spin): 49.5 kcal/mol. The HOMO energy comes out at -12.3 eV. The value obtained for the HOMO-LUMO gap is 9.0 eV. The calculated total energy comes out at -305.37386 hartree. As for the charge: +1.

CARTESIAN COORDINATES (ANGSTROEM)
C  -1.18  1.95  0.81
C  -0.25  0.83  0.56
C  -0.63  -0.48  0.72
N  0.17  -1.71  0.62
N  0.83  1.10  -0.18
H  -0.72  2.90  0.83
H  -1.69  1.85  1.75
H  -1.88  1.88  0.04
H  -1.68  -0.66  1.18
H  1.08  -1.69  1.08
H  0.24  -2.03  -0.46
H  -0.17  -2.60  0.93
H  1.12  2.06  -0.36
H  1.47  0.33  -0.54
H  0.62  -0.70  -2.59
H  1.75  -1.61  -2.43
O  0.94  -1.42  -1.96

# 12
Density functional theory data (wB97M-V/def2-TZVPD) for a 2-piece molecular cluster, C3H11N2O overall at a distorted geometry.

As for the relative energy (zero: lowest compared OMol25 entry of this formula, charge and spin): 40.9 kcal/mol. The HOMO energy comes out at -13.3 eV. The value obtained for the HOMO-LUMO gap is 10.2 eV. The calculated total energy comes out at -305.38748 hartree. As for the charge: +1.

CARTESIAN COORDINATES (ANGSTROEM)
C  -1.38  -1.85  -0.90
C  -1.03  -0.55  -0.23
C  0.23  -0.16  0.03
N  0.40  1.08  0.89
N  -2.04  0.40  0.03
H  -2.25  -2.27  -0.40
H  -1.59  -1.75  -1.96
H  -0.56  -2.53  -0.73
H  1.08  -0.32  -0.61
H  -0.19  1.15  1.72
H  1.31  0.90  1.32
H  0.34  1.92  0.32
H  -2.95  -0.07  0.04
H  -2.10  1.22  -0.52
H  3.79  1.28  0.16
H  3.43  -0.10  -0.19
O  3.02  0.71  0.12

# 13
Density functional theory data (wB97M-V/def2-TZVPD) for a 2-piece molecular cluster, C3H11N2O overall at a distorted geometry.

As for the relative energy (zero: lowest compared OMol25 entry of this formula, charge and spin): 34.9 kcal/mol. The HOMO energy comes out at -14.6 eV. The value obtained for the HOMO-LUMO gap is 10.2 eV. The calculated total energy comes out at -305.39708 hartree. As for the charge: +1.

CARTESIAN COORDINATES (ANGSTROEM)
C  -0.78  2.64  -1.57
C  -1.45  1.79  -0.53
N  -0.47  1.04  0.26
C  -0.10  -0.18  -0.13
N  1.10  -0.54  -0.51
H  -0.13  3.38  -1.09
H  -1.46  3.15  -2.25
H  -0.16  2.05  -2.25
H  -2.07  1.06  -1.05
H  -2.11  2.31  0.16
H  0.11  1.52  0.94
H  -0.89  -0.92  -0.26
H  1.89  -0.01  -0.14
H  1.36  -1.50  -0.69
H  2.23  -4.00  1.90
H  1.05  -4.53  2.70
O  1.28  -3.87  2.03

# 14
Density functional theory data (wB97M-V/def2-TZVPD) for a 2-piece molecular cluster, C3H11N2O overall at a distorted geometry.

As for the relative energy (zero: lowest compared OMol25 entry of this formula, charge and spin): 26.9 kcal/mol. The HOMO energy comes out at -12.4 eV. The value obtained for the HOMO-LUMO gap is 9.3 eV. The calculated total energy comes out at -305.40988 hartree. As for the charge: +1.

CARTESIAN COORDINATES (ANGSTROEM)
C  -0.69  1.19  -0.60
C  0.47  0.51  0.06
C  1.54  0.04  -0.60
N  1.88  0.31  -1.88
N  0.16  -0.16  1.35
H  -1.37  0.50  -1.10
H  -0.36  1.91  -1.34
H  -1.29  1.74  0.13
H  2.26  -0.59  -0.07
H  1.56  1.14  -2.34
H  2.74  -0.06  -2.24
H  -0.23  0.52  1.99
H  1.04  -0.44  1.78
H  -0.54  -0.91  1.22
H  -2.30  -2.70  1.28
H  -2.81  -1.23  1.31
O  -2.06  -1.79  1.05